# 1
Molecular formula: C3H4O4Tl
Method: DFT, ωB97M-V with the def2-TZVPD basis set

Cartesian coordinates (Å):
C 0.970 1.520 0.534
C 0.144 0.269 0.394
O 0.144 -0.123 -0.965
C -0.545 -1.234 -1.300
O -0.473 -1.583 -2.503
O -1.181 -1.865 -0.427
O 1.121 2.080 1.617
Tl -1.784 -3.250 -2.070
H 1.593 1.804 -0.338
H -0.879 0.467 0.752
H 0.575 -0.521 1.030
H 0.316 2.437 3.277

## Properties
**DFT total energy**: -590.05050 Eh
**2S+1**: 2
**HOMO energy (alpha / beta)**: -8.8 / -9.8 eV

***

# 2
Molecular formula: C2H2FNO
Method: DFT, ωB97M-V with the def2-TZVPD basis set

Cartesian coordinates (Å):
C 0.473 -1.606 -0.420
C -0.454 0.536 -0.049
N 0.034 -0.520 -0.669
O 0.695 -2.729 -0.269
F 0.736 2.491 1.131
H -0.767 1.195 -0.746
H -0.718 0.634 1.022

## Properties
**DFT total energy**: -307.12166 Eh
**HOMO energy (alpha / beta)**: -9.0 / -11.0 eV

***

# 3
Molecular formula: C48H63IrNO5
Method: DFT, ωB97M-V with the def2-TZVPD basis set

Cartesian coordinates (Å):
Ir 0.513 0.474 -0.285
C -1.194 3.038 -2.070
O -1.261 1.835 -1.320
C -2.178 1.728 -0.278
C -3.212 0.814 -0.498
C -3.362 0.043 -1.792
C -2.193 -0.256 -2.698
C -2.351 -0.089 -4.056
C -1.424 -0.562 -4.993
C -0.253 -1.122 -4.488
C 0.004 -1.253 -3.133
C 1.211 -2.077 -2.730
C 2.176 -1.675 -1.626
C 2.836 -2.716 -0.981
C 3.774 -2.520 0.028
C 3.902 -1.223 0.523
C 3.301 -0.140 -0.084
C 3.543 1.243 0.477
C 2.493 1.630 1.497
C 2.661 1.538 2.855
C 1.691 1.972 3.774
C 0.481 2.465 3.264
C 0.258 2.609 1.915
C -0.949 3.323 1.348
C -2.087 2.407 0.947
C -3.122 2.251 1.860
C -4.226 1.446 1.618
C -4.210 0.683 0.456
C -5.458 1.463 2.509
C -5.303 2.426 3.691
C -5.790 0.071 3.063
C -6.628 1.956 1.641
C 1.273 2.201 0.975
O 1.167 2.509 -0.268
C 2.031 1.996 5.256
C 0.919 2.641 6.087
C 2.285 0.579 5.792
C 3.305 2.837 5.456
C 2.505 -0.350 -1.251
O 2.233 0.756 -2.044
C 2.521 0.680 -3.432
C 4.699 -3.612 0.534
C 6.131 -3.171 0.186
C 4.579 -3.781 2.053
C 4.435 -4.959 -0.141
C -0.995 -0.854 -2.191
O -0.855 -1.049 -0.919
C -1.761 -0.557 -6.474
C -0.678 -1.205 -7.343
C -3.057 -1.360 -6.675
C -1.976 0.884 -6.957
H -2.181 3.494 -2.174
H -0.820 2.749 -3.054
H -0.497 3.752 -1.629
H -4.109 0.580 -2.387
H -3.800 -0.927 -1.531
H -3.262 0.378 -4.399
H 0.486 -1.506 -5.174
H 1.794 -2.259 -3.638
H 0.812 -3.051 -2.423
H 2.612 -3.719 -1.310
H 4.530 -1.041 1.381
H 3.493 1.971 -0.337
H 4.531 1.273 0.939
H 3.593 1.148 3.236
H -0.295 2.795 3.938
H -0.599 3.891 0.484
H -1.319 4.025 2.098
H -3.054 2.804 2.782
H -5.024 0.006 0.253
H -4.493 2.121 4.350
H -6.219 2.435 4.275
H -5.126 3.440 3.343
H -4.967 -0.318 3.657
H -6.012 -0.634 2.266
H -6.668 0.140 3.702
H -6.407 2.941 1.236
H -7.532 2.027 2.240
H -6.820 1.279 0.813
H 0.001 2.062 6.038
H 0.727 3.654 5.744
H 1.222 2.696 7.130
H 1.395 -0.039 5.705
H 2.557 0.636 6.843
H 3.097 0.085 5.266
H 3.182 3.823 5.014
H 4.176 2.367 5.010
H 3.499 2.957 6.520
H 3.364 0.013 -3.621
H 2.795 1.690 -3.740
H 1.652 0.350 -4.006
H 6.413 -2.267 0.717
H 6.226 -2.984 -0.881
H 6.835 -3.951 0.458
H 4.886 -2.883 2.579
H 5.219 -4.595 2.382
H 3.558 -4.016 2.342
H 4.527 -4.873 -1.222
H 3.450 -5.345 0.108
H 5.172 -5.685 0.193
H -0.512 -2.242 -7.059
H 0.263 -0.661 -7.292
H -1.003 -1.200 -8.381
H -2.941 -2.371 -6.292
H -3.291 -1.422 -7.735
H -3.902 -0.902 -6.169
H -1.078 1.477 -6.800
H -2.797 1.361 -6.430
H -2.206 0.883 -8.019
C 0.597 -3.486 1.406
C -0.018 -2.120 1.524
N -1.332 -2.092 1.761
O 0.662 -1.097 1.425
H 0.170 -4.190 2.114
H 1.671 -3.401 1.537
H 0.408 -3.846 0.396
H -1.874 -2.937 1.701
H -1.823 -1.212 1.713

## Properties
**DFT total energy**: -2401.84788 Eh
**2S+1**: 5
**HOMO energy (alpha / beta)**: -9.8 / -9.9 eV
**Charge**: +1

***

# 4
Molecular formula: C29H28I2LiN3O
Method: DFT, ωB97M-V with the def2-TZVPD basis set

Cartesian coordinates (Å):
Li 0.189 0.117 0.575
I 0.668 0.754 5.307
C 2.184 0.421 3.883
C 3.515 0.311 4.236
C 4.464 0.110 3.258
I 6.497 -0.060 3.861
C 4.102 -0.013 1.907
C 4.992 -0.193 0.830
C 4.506 -0.324 -0.442
C 3.118 -0.336 -0.642
N 2.257 -0.152 0.327
C 2.714 0.051 1.572
C 1.718 0.326 2.568
O 0.494 0.477 2.269
H 3.802 0.395 5.273
H 6.057 -0.225 1.016
H 5.178 -0.432 -1.281
H 2.704 -0.507 -1.625
C -3.924 -0.669 -1.892
C -3.796 -1.470 -0.629
C -4.654 -2.535 -0.397
C -4.550 -3.293 0.753
C -3.559 -3.005 1.671
C -2.674 -1.956 1.469
C -1.599 -1.676 2.464
C -2.808 -1.169 0.319
N -1.926 -0.114 0.055
C -2.279 1.098 0.186
C -3.568 1.543 0.811
C -1.360 2.152 -0.297
C -1.958 3.466 -0.710
N -0.133 1.865 -0.369
C 0.920 2.719 -0.664
C 1.392 3.599 0.321
C 0.662 3.766 1.620
C 2.566 4.299 0.084
C 3.250 4.167 -1.110
C 2.762 3.318 -2.087
C 1.610 2.576 -1.872
C 1.077 1.665 -2.935
H -4.474 -1.236 -2.638
H -2.942 -0.415 -2.288
H -4.468 0.258 -1.710
H -5.417 -2.765 -1.125
H -5.232 -4.109 0.927
H -3.468 -3.601 2.567
H -1.738 -2.264 3.369
H -1.572 -0.622 2.730
H -0.626 -1.926 2.030
H -4.066 0.698 1.283
H -4.245 1.974 0.075
H -3.366 2.299 1.567
H -2.804 3.299 -1.374
H -1.211 4.066 -1.224
H -2.320 4.015 0.156
H 0.348 2.801 2.015
H -0.229 4.382 1.485
H 1.302 4.258 2.350
H 2.940 4.960 0.854
H 4.158 4.726 -1.277
H 3.284 3.222 -3.029
H 1.862 1.391 -3.634
H 0.282 2.161 -3.492
H 0.656 0.764 -2.490

## Properties
**DFT total energy**: -1964.41962 Eh
**HOMO energy**: -6.9 eV

***

# 5
Molecular formula: C27H28F3N4P
Method: DFT, ωB97M-V with the def2-TZVPD basis set

Cartesian coordinates (Å):
C 0.250 -4.062 -1.132
C -0.771 -4.527 -0.696
C -1.941 -5.128 -0.088
P -3.582 -4.484 -0.710
C -3.313 -3.449 -2.215
C -2.975 -4.195 -3.535
C -1.529 -4.237 -3.832
F -0.862 -3.078 -3.802
C -0.816 -5.312 -4.075
F -1.373 -6.474 -4.287
F 0.482 -5.305 -4.095
H 1.074 -3.792 -1.733
H -1.891 -4.936 0.978
H -1.866 -6.205 -0.226
H -4.235 -5.633 -1.220
H -2.597 -2.665 -1.982
H -4.263 -2.953 -2.393
H -3.506 -3.720 -4.361
H -3.337 -5.215 -3.489
C -0.060 0.323 -1.131
C -0.469 -0.406 -2.236
C -1.245 0.232 -3.192
N -1.625 1.507 -3.109
C -1.222 2.190 -2.038
C -0.442 1.650 -1.026
H 0.547 -0.138 -0.362
H -0.194 -1.443 -2.356
H -1.584 -0.301 -4.075
H -1.547 3.224 -1.994
H -0.144 2.256 -0.179
C 1.334 -3.776 4.889
C -0.008 -3.517 4.667
C -0.558 -3.903 3.455
N 0.130 -4.507 2.487
C 1.419 -4.745 2.718
C 2.067 -4.404 3.895
H 1.803 -3.492 5.823
H -0.615 -3.027 5.416
H -1.607 -3.721 3.239
H 1.954 -5.235 1.911
H 3.117 -4.624 4.028
C -2.426 6.332 0.536
C -1.075 6.499 0.281
C -0.182 5.588 0.828
N -0.553 4.559 1.590
C -1.857 4.415 1.824
C -2.830 5.267 1.323
H -3.154 7.021 0.126
H -0.718 7.318 -0.328
H 0.885 5.677 0.653
H -2.129 3.570 2.447
H -3.875 5.098 1.545
C 6.079 5.580 1.047
C 5.364 5.405 2.220
C 3.989 5.249 2.135
N 3.313 5.261 0.988
C 4.017 5.432 -0.130
C 5.394 5.593 -0.157
H 7.154 5.703 1.070
H 5.859 5.389 3.181
H 3.389 5.106 3.028
H 3.440 5.439 -1.049
H 5.913 5.726 -1.096

## Properties
**SMILES string**: C#CCPCCC(F)=C(F)F.c1ccncc1.c1ccncc1.c1ccncc1.c1ccncc1
**DFT total energy**: -1905.47075 Eh
**HOMO energy**: -8.3 eV

***

# 6
Molecular formula: C9H14
Method: DFT, ωB97M-V with the def2-TZVPD basis set

Cartesian coordinates (Å):
C 3.169 1.931 1.145
C 2.247 1.262 0.134
C 0.927 1.683 0.088
C -0.051 0.863 -0.491
C 0.367 -0.261 -1.203
C 1.719 -0.579 -1.301
C 2.661 0.158 -0.607
H 3.630 1.208 1.815
H 2.602 2.678 1.695
H 3.978 2.438 0.618
H 0.662 2.569 0.659
H -1.098 1.131 -0.496
H -0.391 -0.807 -1.735
H 2.115 -1.417 -1.868
H 3.717 -0.079 -0.525
C -2.653 -1.282 0.011
C -3.866 -1.990 0.572
H -2.780 -1.308 -1.085
H -2.567 -0.216 0.236
H -1.690 -1.703 0.302
H -3.872 -3.029 0.237
H -4.807 -1.570 0.189
H -4.020 -1.680 1.611

## Properties
**SMILES string**: Cc1ccccc1.CC
**DFT total energy**: -351.30672 Eh
**HOMO energy**: -9.0 eV